1.
89
Properties=species:S:1:pos:R:3:forces:R:3:mulliken_charge:R:1 method="wB97M-V/def2-TZVPD" e_lumo_ev=-3.714 total_charge=+1 largest_force_ev_per_a=2.29 homo_lumo_gap_ha=0.32596
S -6.7152 2.5680 2.4524 -0.1 0.0 0.2 0.99
S -0.0736 3.0035 -6.8277 -0.1 0.0 0.1 1.10
S 0.7815 2.2811 5.6417 -0.1 0.5 0.1 1.14
S 3.3016 -1.6480 1.7348 -0.2 0.5 0.4 0.95
S -3.5794 3.1608 -1.1263 -0.2 -0.2 0.0 1.08
S 9.3785 -0.3142 -1.3206 -0.1 0.0 0.1 1.09
P 0.0533 -5.2346 -1.2204 -0.2 1.6 0.5 0.19
P -1.8844 -5.9916 -2.1625 0.3 -1.9 -1.3 0.23
P 1.7144 -5.7472 -2.7105 0.3 -1.7 -0.8 0.33
F -1.6419 -1.7751 -1.9307 -0.4 -0.4 -0.2 -0.28
F -0.3010 -2.3457 -3.5707 -0.5 -0.5 -0.2 -0.27
F -0.0008 -0.5120 -2.5185 -0.2 0.2 -0.1 -0.35
O 9.2218 0.8416 -2.1256 0.0 -0.1 -0.1 -0.52
O 4.6646 -1.6197 1.3386 -0.1 -0.3 -0.2 -0.45
O -4.3654 2.0552 -0.2887 1.2 0.0 -0.9 -0.09
O 10.5097 -1.1581 -1.4347 0.1 0.1 0.0 -0.53
O 2.5117 -2.8277 1.5804 0.2 -0.2 -0.2 -0.57
O -4.4526 4.2260 -1.4479 0.2 0.1 0.0 -0.56
O 8.0438 -1.1954 -1.4508 -0.1 0.3 0.0 -0.33
O 0.0919 1.3890 6.4965 0.2 -0.1 0.0 -0.56
O 9.2006 0.0863 0.2202 0.0 -0.3 0.0 -0.33
O -5.8795 2.0197 1.4408 -0.7 0.0 0.8 -0.44
O 0.9493 2.5857 -7.7132 0.1 0.1 0.0 -0.52
O 0.6101 3.7597 6.1898 -0.3 -0.1 0.0 -0.30
O 0.3828 2.6488 -5.3310 0.1 -0.3 -0.2 -0.35
O -7.6462 3.5932 2.1615 0.0 0.0 -0.2 -0.56
O -1.2998 1.9685 -6.9087 -0.1 0.2 0.2 -0.35
O 3.1566 -1.1355 3.2208 -0.3 -0.1 -0.3 -0.32
O -2.7739 -6.1382 -0.8153 -0.1 0.9 -0.1 -0.42
O -2.3242 3.3841 -0.4992 0.0 0.1 0.1 -0.55
O 2.1457 2.0585 5.2889 -0.3 0.1 0.3 -0.60
O -0.6016 4.3167 -6.8561 0.0 0.0 -0.1 -0.53
O -0.0388 2.4640 4.2783 0.2 0.1 0.0 -0.25
O -3.3473 2.2862 -2.4624 -0.2 0.1 0.1 -0.25
O 1.8763 -4.5291 -3.7666 0.4 0.1 0.8 -0.38
O 2.5504 -0.4416 1.0089 0.2 0.0 -0.1 -0.27
O -5.7875 3.0224 3.6755 0.2 -0.3 -0.1 -0.30
O -2.4285 -4.7478 -3.0433 -0.2 0.3 1.4 -0.33
O -7.4857 1.3873 3.2147 0.0 0.2 0.1 -0.33
N 3.1198 -5.7178 -1.7295 -0.8 0.8 -0.3 -0.57
C 2.7790 0.2685 3.2197 0.3 0.1 -0.3 -0.21
C -4.8010 1.0081 -1.1565 -0.4 0.1 -0.3 -0.41
C -0.7227 3.7334 4.2775 -0.4 0.1 0.2 -0.31
C -6.8802 1.1344 4.4884 0.3 -0.2 0.1 -0.30
C -1.2881 1.0939 -5.7803 0.3 -0.4 0.0 -0.28
C 7.8596 -0.1874 0.6426 -0.3 0.3 -0.1 -0.31
C 1.9212 0.4122 1.9861 -0.4 0.0 0.2 -0.26
C -6.2938 2.4676 4.8994 -0.4 0.2 0.2 -0.36
C -0.3728 -1.8002 -2.3639 1.5 0.8 0.3 0.92
C 0.5721 -2.4148 -1.3460 -0.6 0.2 0.7 -0.23
C -0.6497 1.9066 -4.6743 -0.4 0.3 0.2 0.08
C -0.0378 -3.5340 -0.5000 0.3 -0.4 0.4 -0.78
C 0.1505 4.6249 5.1346 0.3 0.2 -0.4 -0.35
C -3.7224 0.9300 -2.2181 0.2 -0.3 0.1 -0.22
C 7.4584 -1.4051 -0.1595 0.1 -0.3 0.2 -0.06
H -2.8418 0.3965 -1.8541 0.0 0.0 0.0 0.05
H 1.8771 1.4335 1.6197 0.1 -0.1 -0.2 0.42
H -2.7911 -4.0413 -2.4785 0.1 0.3 -0.5 0.30
H 0.5098 -3.5645 0.4478 0.1 -0.1 -0.1 0.46
H 1.5291 -2.6754 -1.7921 -0.2 0.0 -0.2 0.32
H 2.9358 -5.5775 -0.7419 0.4 0.0 0.0 0.32
H -6.1025 0.3791 4.3567 0.0 0.0 0.0 0.26
H -0.8309 4.1019 3.2612 0.1 -0.2 -0.1 0.34
H 3.6898 0.8637 3.1498 0.0 0.0 0.0 0.21
H 7.8795 -2.3190 0.2653 0.0 0.0 0.0 0.28
H -7.6244 0.7693 5.1906 -0.2 0.0 -0.2 0.32
H 7.2385 0.6766 0.3954 0.0 0.0 0.0 0.33
H 0.7784 -1.5925 -0.6547 0.1 -0.1 0.0 -0.08
H -3.6655 -5.7632 -0.8754 0.0 -0.2 0.2 0.33
H -5.4936 2.3687 5.6273 0.2 0.1 -0.2 0.31
H -7.0597 3.1401 5.2895 0.0 0.0 0.0 0.30
H 2.5694 -3.9034 -3.5009 -0.2 0.3 -0.3 0.30
H -1.0743 -3.3291 -0.2192 0.0 0.1 -0.1 0.43
H -0.6862 0.2165 -6.0313 0.0 0.0 0.0 0.34
H -0.3881 5.4707 5.5504 0.0 -0.1 0.2 0.33
H 6.3832 -1.5085 -0.2472 0.0 0.1 -0.2 0.12
H -5.7655 1.2904 -1.5836 0.0 0.0 0.0 0.34
H -4.0743 0.4658 -3.1371 0.0 0.2 -0.1 0.36
H -2.3010 0.7803 -5.5382 -0.1 0.2 -0.2 0.27
H 2.2444 0.5336 4.1210 0.2 -0.5 0.0 0.15
H -4.9124 0.0828 -0.5979 0.1 0.1 0.2 0.34
H 0.2585 -6.0953 -0.1290 0.0 -0.1 -0.1 0.23
H 7.8284 -0.3605 1.7143 0.2 0.0 0.0 0.30
H -1.7098 3.5903 4.7186 0.0 0.0 0.0 0.25
H 0.9076 0.0456 2.1597 0.0 0.0 0.0 0.30
H 1.0216 4.9838 4.5840 0.0 0.0 0.0 0.29
H 3.7733 -5.0145 -2.0651 0.3 -0.2 0.3 0.29
H -1.3598 2.6131 -4.2395 0.0 -0.1 0.0 0.27
H -0.2295 1.2882 -3.8884 0.2 0.1 -0.1 0.02


2.
55
Properties=species:S:1:pos:R:3:forces:R:3:mulliken_charge:R:1 method="wB97M-V/def2-TZVPD" e_lumo_ev=-2.236 total_charge=+1 largest_force_ev_per_a=4.03 homo_lumo_gap_ha=0.33563
P -1.1215 3.0141 1.7947 -1.4 0.1 0.7 -0.01
O 0.0775 0.8487 2.6747 0.8 -2.2 2.9 -0.48
O -0.0895 4.2791 1.9487 0.5 -0.6 -0.6 -0.42
O 0.5139 1.1270 0.4926 0.4 0.5 0.2 -0.36
N -1.7966 3.1112 0.2237 0.9 -0.1 0.4 -0.55
N -2.0435 -2.5486 -0.6675 -0.1 0.4 0.2 0.53
C 3.7763 2.1398 1.2622 -0.6 1.0 -0.5 -0.89
C 2.9031 1.6883 0.0733 0.3 -0.6 1.2 -0.29
C -4.3802 -2.0289 -0.4884 0.0 0.0 0.1 -0.72
C -2.0382 -5.0221 -2.7480 0.0 0.0 0.1 -1.35
C 1.8725 0.6489 0.5357 0.5 -0.4 -0.9 -0.86
C 4.4400 3.5269 1.1036 0.3 -0.2 0.2 0.69
C -1.9627 -4.0223 -0.3391 0.2 -0.3 0.0 -0.63
C -0.7968 -2.0636 -1.3273 -0.1 -0.1 -0.1 -1.42
C -2.2529 -1.7537 0.6333 -0.2 0.2 0.1 -0.40
C -0.0252 1.4665 1.6995 -0.8 2.5 -3.0 0.84
C -3.6935 -1.2422 0.6202 -0.1 0.1 0.1 -0.64
C 4.6695 3.9668 -0.3307 0.3 0.1 0.3 -1.61
C 3.7274 4.5904 1.9120 -0.2 -0.1 -0.7 -1.31
C -3.2708 -2.2258 -1.4992 -0.2 -0.2 0.0 -0.47
C -1.3392 -4.9297 -1.3920 0.0 0.0 -0.4 -0.48
H -1.3520 -4.0948 0.5597 0.0 0.0 0.0 0.37
H 4.5414 1.4065 1.4601 0.1 -0.4 0.1 0.33
H -3.0892 -5.2950 -2.6357 0.0 0.0 0.0 0.33
H 0.5967 4.3060 1.2623 0.0 0.2 0.2 0.30
H -2.0464 -2.4023 1.4789 0.1 -0.1 -0.1 0.37
H -0.7012 -2.5277 -2.3045 0.1 0.0 0.0 0.37
H -4.1789 -1.3739 1.5849 0.1 0.0 0.0 0.39
H -2.6342 3.6754 0.2787 0.0 0.1 -0.2 0.28
H 1.9217 -0.1923 -0.1439 -0.2 -0.3 -0.2 0.33
H -4.7444 -2.9886 -0.1177 0.0 0.0 0.0 0.25
H 2.1586 0.2643 1.5057 -0.4 0.0 0.4 0.52
H 3.7306 4.3539 2.9616 -0.2 0.0 0.4 0.38
H -5.2301 -1.4987 -0.9125 0.0 0.0 -0.1 0.45
H -3.4686 -3.0301 -2.1988 0.2 0.0 -0.1 0.25
H 5.4287 3.4452 1.5403 0.3 -0.1 0.1 0.22
H 3.5692 1.1710 -0.5980 0.1 0.1 -0.7 0.31
H 2.4307 2.5240 -0.4183 -0.2 0.1 -0.3 0.27
H 5.1761 4.9220 -0.3290 0.1 0.4 0.0 0.47
H -0.2900 -4.6667 -1.5391 0.0 0.0 0.1 0.33
H -1.1496 3.4951 -0.4595 -0.3 -0.1 -0.3 0.26
H -1.5628 -5.7924 -3.3532 0.0 0.0 0.0 0.42
H 2.7102 4.6962 1.5410 -0.3 0.0 0.2 0.04
H 4.2010 5.5467 1.7529 0.2 0.4 0.1 0.46
H -1.9751 -4.0950 -3.3190 0.0 0.0 0.0 0.34
H 5.3503 3.2833 -0.8170 0.0 -0.3 -0.4 0.37
H -3.7069 -0.1749 0.3977 0.0 0.0 0.0 0.32
H -3.0627 -1.3049 -2.0424 0.0 0.0 0.0 0.42
H -1.5463 -0.9277 0.6384 0.1 -0.1 0.0 0.04
H -2.9708 -4.3498 -0.0865 0.0 0.1 0.0 0.39
H -0.8683 -0.9850 -1.4447 0.0 0.0 0.1 0.54
H -1.3272 -5.9301 -0.9550 0.0 0.1 0.2 0.43
H 3.7560 4.0953 -0.8948 -0.2 -0.1 -0.3 0.34
H 3.1135 2.1909 2.1195 0.1 -0.1 0.5 0.44
H 0.0504 -2.3165 -0.6940 0.0 0.0 0.0 0.53


3.
54
Properties=species:S:1:pos:R:3:forces:R:3:mulliken_charge:R:1 method="wB97M-V/def2-TZVPD" e_lumo_ev=1.911 total_charge=-1 largest_force_ev_per_a=0.29 homo_lumo_gap_ha=0.12176
O -2.4821 1.9236 -4.4496 0.0 0.0 -0.1 -0.56
O 0.2940 2.4087 1.0933 0.1 0.3 0.0 -0.59
N 1.2563 -2.4127 2.1610 0.1 0.0 0.0 -0.12
N -1.1053 2.0012 -0.6380 0.0 0.1 0.0 0.21
N -2.7332 3.9803 -5.3674 0.0 0.0 0.0 0.10
C -0.8272 2.3477 0.6371 0.0 -0.3 0.0 0.11
C -1.0245 -2.9658 2.6651 -0.2 0.0 0.0 -0.61
C -4.0312 4.1528 -4.7397 0.0 0.0 0.0 -0.92
C 0.0039 1.6435 -1.5051 0.0 -0.1 0.0 -0.86
C 3.5725 -2.1937 1.3091 -0.1 0.0 0.0 -0.62
C -2.0660 2.8271 -5.1452 0.0 0.0 0.0 0.14
C -1.3792 -4.0317 1.6366 0.0 -0.1 0.0 -1.22
C 2.1764 -1.5407 1.5214 0.0 -0.1 -0.1 -0.13
C -2.1952 5.0338 -6.1965 0.0 0.0 0.0 -0.93
C -0.3154 -0.5636 2.8388 -0.3 -0.1 0.1 -1.66
C 3.7407 -3.4147 3.6132 -0.1 0.0 0.0 -0.24
C -2.4513 1.9399 -1.1537 0.0 0.0 0.1 -0.72
C 3.8418 -3.4907 2.0811 0.1 0.1 0.0 -0.85
C 4.0859 -2.0556 4.2238 0.0 -0.1 0.0 -1.01
C -0.0650 -1.9035 2.1113 0.1 -0.1 -0.1 0.72
H -0.3956 1.3745 -2.4816 0.0 0.0 0.0 0.36
H -1.9806 -3.6040 0.8291 0.0 0.0 0.0 0.31
H -0.3889 -1.7251 1.0386 0.0 0.2 0.0 -0.15
H -3.9483 4.0945 -3.6541 0.0 0.0 0.0 0.24
H -0.4639 -4.4447 1.2082 0.0 0.1 0.0 0.22
H 0.6983 2.4795 -1.6086 0.0 0.0 0.0 0.29
H 2.3477 -0.5666 2.0389 0.0 0.0 0.0 0.04
H -2.6993 0.9340 -1.4985 0.0 0.0 0.0 0.32
H -1.9515 -4.8559 2.0749 0.0 0.0 0.0 0.40
H 4.3760 -4.1904 4.0613 0.0 0.0 -0.1 0.46
H -0.2746 -0.7176 3.9239 0.1 0.0 0.0 0.27
H -2.8472 5.2384 -7.0489 0.0 0.0 0.0 0.34
H 4.3720 -2.1602 5.2745 -0.1 0.0 0.0 0.39
H 0.5585 0.8014 -1.0876 0.0 0.0 0.0 0.15
H -1.7323 2.5451 1.2386 0.0 0.1 0.0 0.25
H 3.7039 -2.4176 0.2439 0.0 -0.1 0.0 0.41
H -4.7235 3.3745 -5.0620 0.0 0.0 0.0 0.30
H -2.5770 2.6189 -1.9996 0.0 0.0 0.0 0.16
H 4.9139 -1.5614 3.7090 0.0 0.0 0.0 0.22
H 4.8497 -3.8340 1.8059 0.0 0.0 0.0 0.42
H 2.7063 -3.6356 3.8699 0.0 0.0 0.0 0.10
H -1.2207 4.7286 -6.5745 0.0 0.0 0.0 0.28
H 4.3590 -1.4714 1.5563 0.0 0.0 -0.1 0.25
H -1.9471 -2.4986 3.0353 0.0 0.0 0.0 0.31
H -3.1497 2.2201 -0.3651 0.0 0.0 0.0 0.29
H -4.4276 5.1271 -5.0177 0.0 0.0 0.0 0.39
H -0.5214 -3.4280 3.5200 0.0 0.0 0.0 0.26
H -2.0687 5.9580 -5.6282 0.0 0.0 0.0 0.34
H -1.0901 2.7846 -5.6576 0.0 0.0 0.0 0.29
H -1.3215 -0.1899 2.5961 0.0 0.0 0.0 0.43
H 1.8022 -1.2233 0.5058 0.0 0.1 0.0 -0.27
H 3.1404 -4.2471 1.7288 0.0 0.0 0.0 0.23
H 3.2116 -1.4053 4.1724 0.0 0.1 -0.1 0.13
H 0.3945 0.2119 2.5561 0.1 0.0 0.0 0.34


| no. | energy (eV) | HOMO energy (eV) |
| --- | --- | --- |
| 1 | -173898.284 | -12.583 |
| 2 | -34512.358 | -11.369 |
| 3 | -24670.812 | -1.403 |